[1]
One molecule with the formula C19H21NO4, computed with wB97M-V/def2-TZVPD.

Values from the calculation:
* frontier orbital gap: 9.13 eV
* energy above the lowest of the compared OMol25 structures with the same formula, charge and spin: 0.514 eV
* HOMO: -0.318 hartree

Geometry as ORCA input:
```
! RIJCOSX wB97M-V def2-TZVPD def2/J DEFGRID3
* xyz 0 1
C -9.106 -0.949 -0.268
C -7.607 -1.155 -0.098
C -6.858 0.167 -0.183
O -5.465 -0.087 -0.013
C -4.654 0.972 -0.148
O -5.057 2.083 -0.398
C -3.227 0.625 0.040
C -2.814 -0.673 0.333
C -1.474 -0.947 0.501
C -0.519 0.066 0.378
N 0.820 -0.283 0.562
C 1.932 0.505 0.484
O 1.924 1.686 0.225
C 3.223 -0.262 0.705
C 3.800 -0.669 -0.664
O 5.069 -1.262 -0.555
C 6.167 -0.472 -0.342
C 7.370 -1.160 -0.185
C 8.547 -0.472 0.021
C 8.546 0.913 0.075
C 7.355 1.597 -0.081
C 6.165 0.917 -0.287
C -0.932 1.365 0.085
C -2.274 1.633 -0.081
H -9.627 -1.900 -0.207
H -9.492 -0.293 0.509
H -9.322 -0.499 -1.234
H -7.230 -1.823 -0.874
H -7.400 -1.615 0.870
H -7.191 0.861 0.598
H -7.016 0.651 -1.153
H -3.547 -1.458 0.429
H -1.155 -1.955 0.729
H 0.968 -1.261 0.774
H 3.934 0.398 1.204
H 3.079 -1.151 1.320
H 3.823 0.202 -1.331
H 3.169 -1.437 -1.122
H 7.352 -2.238 -0.232
H 9.471 -1.018 0.141
H 9.466 1.453 0.238
H 7.341 2.676 -0.041
H 5.256 1.487 -0.406
H -0.199 2.148 -0.010
H -2.609 2.634 -0.308
*
```

Mulliken atomic charge list, values in e, 4 entries: atom 1 (C): -1.306, atom 2 (C): -0.184, atom 3 (C): -0.610, atom 4 (O): -0.210

[2]
C19H21NO6Se2V as an isolated structure at a distorted geometry, computed with wB97M-V/def2-TZVPD.

Values from the calculation:
* frontier orbital gap (alpha / beta): 6.77 / 6.95 eV
* HOMO (alpha / beta): -0.161 / -0.168 hartree
* ⟨S²⟩: 2.020

Geometry as ORCA input:
```
! RIJCOSX wB97M-V def2-TZVPD def2/J DEFGRID3
* xyz -1 3
V -0.176 -0.261 -0.235
O 0.543 -4.246 0.240
C 0.267 -3.086 -0.056
O 0.114 -2.082 0.694
C -0.110 -2.916 -1.559
C -0.132 -3.927 -2.498
C -0.593 -3.636 -3.799
C -1.045 -2.335 -4.121
C -1.053 -1.405 -3.050
N -0.544 -1.696 -1.860
H 0.190 -4.923 -2.324
H -0.622 -4.393 -4.536
H -1.450 -2.101 -5.072
H -1.475 -0.377 -3.072
C -3.013 0.354 2.612
C -2.670 0.248 1.176
O -1.994 -0.767 0.862
C -3.055 1.349 0.338
C -4.212 2.104 0.644
C -4.694 3.035 -0.192
C -3.951 3.332 -1.356
C -2.889 2.560 -1.781
C -2.368 1.533 -0.920
O -1.350 0.853 -1.261
H -3.464 -0.538 3.071
H -3.718 1.156 2.819
H -2.123 0.485 3.211
H -4.850 1.866 1.519
H -5.502 3.710 0.085
H -4.181 4.176 -1.996
H -2.349 2.857 -2.693
O 5.690 0.722 1.323
C 4.525 1.063 1.944
C 3.057 0.599 1.422
C 2.979 -0.908 1.593
O 4.159 -1.527 0.997
C 2.940 1.046 -0.071
Se 2.063 -0.148 -1.318
C 2.119 1.424 2.296
Se 0.242 1.357 1.772
H 5.613 -0.297 1.200
H 4.493 2.167 2.002
H 4.471 0.646 2.959
H 2.067 -1.212 1.140
H 2.933 -1.052 2.635
H 3.931 -1.539 0.090
H 3.994 1.149 -0.437
H 2.478 2.028 -0.061
H 2.527 2.472 2.308
H 2.190 1.079 3.318
*
```

Mulliken atomic charge list, values in e, 4 entries: atom 1 (V): 0.781, atom 2 (O): -0.760, atom 3 (C): 0.229, atom 4 (O): -0.541

[3]
C19H22Br2F4INO10S as an isolated structure at a distorted geometry, computed with wB97M-V/def2-TZVPD.

Values from the calculation:
* frontier orbital gap: 9.49 eV
* energy above the lowest of the compared OMol25 structures with the same formula, charge and spin: 0.000 eV
* HOMO: -0.353 hartree

Geometry as ORCA input:
```
! RIJCOSX wB97M-V def2-TZVPD def2/J DEFGRID3
* xyz 0 1
C -2.459 -4.233 -3.914
C -1.932 -2.829 -3.979
O -2.047 -2.126 -4.925
O -1.349 -2.369 -2.829
C -0.046 -2.891 -2.571
C 0.308 -2.709 -1.104
C 1.003 -1.380 -0.820
C 0.213 -0.123 -1.200
C -0.810 0.487 -0.170
C -2.213 -0.163 -0.478
C -3.169 0.391 -1.517
O -3.186 -0.009 -2.624
I -4.758 1.755 -0.988
C -0.567 -0.035 1.260
O -0.463 -1.189 1.584
N -0.553 1.024 2.149
C -1.234 2.159 1.517
O -2.612 1.927 1.608
C -0.713 2.037 0.054
C -1.440 3.095 -0.809
Br -2.275 4.561 0.086
C -1.450 3.120 -2.152
C -0.785 2.146 -3.067
Br -2.351 4.458 -3.109
S 0.980 2.801 0.130
O 0.829 4.095 0.720
O 1.625 2.735 -1.146
C 2.160 1.923 1.290
F 2.167 0.600 1.154
F 1.952 2.279 2.559
F 3.374 2.385 0.941
H -3.539 -4.167 -3.827
H -2.073 -4.753 -3.044
H -2.187 -4.741 -4.832
H 0.030 -3.936 -2.874
H 0.689 -2.352 -3.176
H 0.972 -3.531 -0.835
H -0.580 -2.837 -0.488
H 1.368 -1.373 0.193
H 1.895 -1.376 -1.453
H -0.320 -0.277 -2.131
H 0.948 0.644 -1.407
H -2.784 -0.284 0.440
H -1.980 -1.163 -0.825
H -0.970 0.750 3.030
H -0.928 3.061 2.029
H -3.009 2.657 2.095
H -0.730 2.573 -4.062
H -1.343 1.220 -3.172
H 0.230 1.924 -2.771
C 3.992 -0.200 4.123
C 2.717 -0.801 4.672
O 3.167 -1.424 5.859
C 4.270 -0.744 6.297
O 4.742 -0.846 7.374
O 4.733 0.070 5.315
F 2.190 -1.734 3.844
H 4.538 -0.918 3.510
H 3.822 0.709 3.554
H 1.942 -0.073 4.918
*
```

Mulliken atomic charge list, values in e, 4 entries: atom 1 (C): -1.077, atom 2 (C): 0.546, atom 3 (O): -0.530, atom 4 (O): -0.134

[4]
C19H22CsN4OSe2Te2 as an isolated structure, computed with wB97M-V/def2-TZVPD.

Values from the calculation:
* frontier orbital gap: 4.88 eV
* HOMO: -0.111 hartree

Geometry as ORCA input:
```
! RIJCOSX wB97M-V def2-TZVPD def2/J DEFGRID3
* xyz -1 1
Cs 0.047 0.163 0.488
C -1.113 -1.933 -2.709
C -1.160 -2.841 -1.457
C 0.194 -3.407 -1.080
C 0.578 -4.689 -1.468
C 1.833 -5.158 -1.120
C 2.678 -4.342 -0.386
C 2.223 -3.079 -0.042
N 1.017 -2.618 -0.379
N -1.243 -0.500 -2.425
C -0.721 0.284 -3.523
C 0.790 0.206 -3.671
C 1.381 0.503 -4.897
C 2.758 0.495 -5.000
C 3.514 0.175 -3.881
C 2.841 -0.131 -2.711
N 1.510 -0.117 -2.598
C -2.632 -0.156 -2.119
C -2.848 1.292 -1.715
C -4.027 1.941 -2.049
C -4.229 3.238 -1.601
C -3.246 3.846 -0.844
C -2.094 3.129 -0.557
N -1.889 1.884 -0.997
H -1.899 -2.238 -3.421
H -0.162 -2.087 -3.219
H -1.840 -3.676 -1.643
H -1.572 -2.289 -0.602
H -0.115 -5.307 -2.026
H 2.146 -6.155 -1.409
H 3.664 -4.666 -0.082
H 2.845 -2.404 0.540
H -0.983 1.331 -3.358
H -1.182 0.000 -4.487
H 0.754 0.733 -5.750
H 3.239 0.730 -5.942
H 4.596 0.158 -3.909
H 3.394 -0.398 -1.814
H -2.965 -0.760 -1.266
H -3.287 -0.389 -2.977
H -4.780 1.424 -2.632
H -5.148 3.762 -1.838
H -3.363 4.849 -0.456
H -1.313 3.538 0.077
Se -2.947 -1.134 1.517
Te -3.099 1.132 2.574
Te -0.690 1.470 3.790
Se 0.585 3.056 2.305
O 2.935 0.638 2.294
H 2.759 0.477 3.226
H 2.444 1.484 2.158
*
```

Mulliken atomic charge list, values in e, 4 entries: atom 1 (Cs): 0.995, atom 2 (C): -1.247, atom 3 (C): 0.045, atom 4 (C): 0.059

[5]
One molecule with the formula C19H22F2N2O4 at a distorted geometry, computed with wB97M-V/def2-TZVPD.

Values from the calculation:
* frontier orbital gap: 9.66 eV
* energy above the lowest of the compared OMol25 structures with the same formula, charge and spin: 0.399 eV
* HOMO: -0.329 hartree

Geometry as ORCA input:
```
! RIJCOSX wB97M-V def2-TZVPD def2/J DEFGRID3
* xyz 0 1
C 4.767 -0.083 -2.226
C 3.956 -0.983 -3.150
C 2.466 -0.635 -3.122
N 1.893 -0.763 -1.794
C 1.551 -2.097 -1.363
C 0.136 -2.508 -1.817
C -0.333 -3.798 -1.123
C -1.006 -4.575 -2.252
C -0.179 -4.119 -3.451
O 0.093 -2.751 -3.219
C 1.548 0.363 -1.139
O 1.761 1.481 -1.584
C 0.875 0.261 0.189
C 0.120 1.335 0.733
C -0.254 0.882 1.963
C -1.051 1.502 3.059
O -1.925 2.438 2.461
C -2.714 3.230 3.230
C -3.475 4.170 2.529
C -4.328 5.043 3.170
C -4.430 4.984 4.550
F -5.256 5.830 5.193
C -3.699 4.073 5.284
C -2.851 3.204 4.618
F -2.162 2.323 5.383
O 0.236 -0.355 2.148
N 0.933 -0.726 1.050
H 5.828 -0.302 -2.313
H 4.603 0.962 -2.479
H 4.467 -0.230 -1.191
H 4.306 -0.869 -4.178
H 4.104 -2.027 -2.864
H 1.906 -1.286 -3.798
H 2.333 0.405 -3.429
H 1.606 -2.152 -0.276
H 2.273 -2.789 -1.800
H -0.548 -1.672 -1.617
H -1.000 -3.588 -0.290
H 0.530 -4.349 -0.748
H -0.976 -5.652 -2.108
H -2.042 -4.257 -2.372
H -0.702 -4.195 -4.406
H 0.760 -4.689 -3.512
H -0.092 2.273 0.268
H -0.371 1.997 3.767
H -1.599 0.718 3.596
H -3.371 4.188 1.457
H -4.908 5.762 2.617
H -3.780 4.025 6.358
*
```

Mulliken atomic charge list, values in e, 4 entries: atom 1 (C): -1.154, atom 2 (C): -0.351, atom 3 (C): -1.022, atom 4 (N): 0.482